ORCA calculation (wB97M-V/def2-TZVPD) on a 2-piece molecular cluster, C9H14N2S overall at a distorted geometry.

Output
**Multiplicity**: 1
**Net charge**: 0
**Gap between HOMO and LUMO (spin up / spin down)**: 7.5 / 7.3 eV

CARTESIAN COORDINATES (ANGSTROEM)
C 2.248 0.413 -1.170
C 3.134 1.387 -0.963
C 3.228 -0.377 0.842
C 2.297 -0.591 -0.143
C -1.477 0.088 -0.661
C -1.923 0.677 0.642
C -0.824 -0.356 0.624
C -1.815 2.217 0.706
C 1.547 -1.721 -0.530
N 0.608 -3.794 0.216
N 1.394 -2.719 0.324
S 3.938 1.172 0.581
H 1.685 0.464 -2.085
H 3.462 2.206 -1.565
H 3.391 -0.761 1.781
H -1.986 -0.548 -1.266
H -1.075 0.680 -1.437
H -2.950 0.481 0.919
H 0.117 0.010 0.772
H -2.009 2.657 -0.360
H -0.822 2.462 0.948
H -2.493 2.607 1.347
H 0.799 -1.720 -1.385
H -0.134 -3.655 -0.472
H -1.196 -1.211 1.097
H 2.178 -2.752 1.034

Force components x, y, z for each atom (eV/Å):
0.79 0.61 0.02
1.34 0.56 1.98
-0.92 2.33 -2.00
0.22 -0.05 -1.81
0.59 0.16 1.20
-1.33 1.79 -1.57
-2.60 1.70 -0.82
1.47 -1.68 -4.21
-2.33 -1.55 0.43
1.20 0.57 1.55
0.15 -1.47 -1.29
0.24 0.16 -0.85
-0.45 -0.73 0.00
-0.25 0.36 -0.29
0.20 -1.38 1.73
-2.32 -2.53 -0.66
1.59 1.43 0.11
0.17 -1.11 0.35
2.28 0.56 0.83
0.22 -0.68 1.93
1.31 0.80 0.54
-1.93 1.33 2.17
1.27 0.20 1.18
0.45 0.66 -0.16
0.27 -1.62 0.28
-1.62 -0.43 -0.64

---

ORCA calculation (wB97M-V/def2-TZVPD) on an isolated ion of composition C9H14N3O and charge +1 at a distorted geometry.

Output
**Multiplicity**: 1
**Net charge**: +1
**Gap between HOMO and LUMO (spin up / spin down)**: 7.8 / 7.8 eV

CARTESIAN COORDINATES (ANGSTROEM)
C -0.060 1.621 1.730
C 0.587 -0.574 -1.958
C 0.145 2.937 2.390
C 0.475 0.372 2.370
C 0.204 -1.599 -0.886
C 0.923 -0.545 1.234
C -0.949 0.439 -0.049
C 1.298 -1.114 -3.160
C -2.320 0.258 -0.608
N -0.708 1.548 0.628
N 0.260 0.611 -1.826
N -0.221 -0.857 0.328
O 0.704 3.041 3.445
H -0.260 3.790 1.829
H 1.309 0.615 3.029
H -0.295 -0.099 2.991
H -0.617 -2.209 -1.271
H 1.044 -2.255 -0.654
H 1.681 -0.031 0.635
H 1.341 -1.475 1.617
H 2.016 -1.879 -2.879
H 1.799 -0.314 -3.696
H 0.565 -1.554 -3.834
H -2.396 0.757 -1.571
H -3.038 0.738 0.056
H -2.590 -0.786 -0.731
H -0.895 -1.436 0.842

Force components x, y, z for each atom (eV/Å):
-0.27 -1.07 -0.16
0.04 -0.83 0.36
-0.11 0.59 -0.17
0.00 0.03 -0.29
0.05 -0.17 -0.55
0.56 0.18 0.56
1.92 -0.95 -3.99
0.09 0.10 -0.17
-0.25 0.07 0.24
0.44 1.78 1.36
-1.90 0.76 2.55
-0.41 0.22 0.37
0.03 -0.22 -0.03
-0.04 0.13 0.00
0.01 -0.07 -0.05
0.04 0.02 0.01
0.01 0.03 0.18
-0.12 0.02 0.17
-0.13 -0.16 -0.06
-0.11 -0.04 -0.17
0.10 -0.09 -0.01
0.02 0.04 0.02
-0.05 -0.13 -0.04
0.08 0.02 -0.04
-0.09 -0.09 0.04
-0.02 -0.16 -0.07
0.11 0.00 -0.05

---

ORCA calculation (wB97M-V/def2-TZVPD) on an isolated ion of composition C9H14NO and charge +1 at a distorted geometry.

Output
**Multiplicity**: 1
**Net charge**: +1
**SMILES**: C[C@]12C[C@H]3C[C@H](C[C@@H]1C3)[N+]2=O
**Gap between HOMO and LUMO**: 9.2 eV

CARTESIAN COORDINATES (ANGSTROEM)
C -1.547 1.674 0.817
C -0.564 0.614 0.425
C 0.629 1.338 -0.201
C 1.277 0.207 -0.983
C 1.678 -0.936 0.008
C 0.486 -1.393 0.931
C -0.790 -1.703 0.102
C -0.962 -0.440 -0.683
C 0.073 -0.203 -1.851
N 0.078 -0.087 1.497
O 0.375 0.444 2.527
H -2.077 1.642 1.857
H -2.373 1.835 0.091
H -1.076 2.655 0.968
H 1.416 1.836 0.388
H 0.373 2.019 -0.965
H 2.316 0.391 -1.474
H 1.940 -1.785 -0.630
H 2.485 -0.556 0.814
H 0.591 -2.055 1.747
H -1.536 -1.944 0.736
H -0.644 -2.513 -0.490
H -2.024 -0.411 -0.879
H -0.266 0.536 -2.433
H 0.144 -1.165 -2.321

Force components x, y, z for each atom (eV/Å):
-2.36 1.83 2.56
-1.09 2.16 -1.56
3.20 -0.49 -0.83
1.82 -1.05 -0.04
0.67 0.59 1.69
-1.16 0.59 -0.70
3.73 1.82 -0.05
-0.37 1.04 1.11
0.47 -3.59 4.12
0.25 0.57 1.00
-0.39 -1.38 -1.07
0.89 -0.95 -1.73
0.75 -0.42 0.23
0.20 -0.27 -0.48
-0.90 -0.12 0.68
-1.12 1.19 -0.38
-2.14 0.35 0.33
0.53 -0.11 0.68
-1.25 -1.06 -2.34
1.11 -0.84 0.71
-2.79 -0.41 2.05
0.65 -2.58 -1.88
-0.11 0.72 -0.72
-0.99 2.61 -2.52
0.36 -0.20 -0.84

---

ORCA calculation (wB97M-V/def2-TZVPD) on a 2-piece molecular cluster, C9H14O overall at a distorted geometry.

Output
**Multiplicity**: 2
**⟨S²⟩**: 0.7623
**Net charge**: -1
**Gap between HOMO and LUMO (spin up / spin down)**: 2.9 / 7.0 eV

CARTESIAN COORDINATES (ANGSTROEM)
C 1.472 0.894 -2.171
C 0.253 0.229 -1.642
C -0.768 1.088 -1.229
C 0.046 -1.201 -1.520
C -1.914 0.654 -0.548
C -1.128 -1.599 -0.905
C -2.133 -0.735 -0.401
H 1.559 0.861 -3.273
H 2.458 0.538 -1.800
H -0.682 2.089 -1.646
H 0.706 -1.920 -1.991
H -2.580 1.451 -0.222
H -1.351 -2.633 -0.640
H -3.053 -1.258 -0.179
H 1.489 1.954 -1.891
C 0.901 -0.266 1.628
C -0.241 0.059 2.566
O 2.107 -0.440 2.461
H 0.764 -1.186 1.074
H 1.207 0.542 0.962
H 0.189 0.375 3.527
H 2.438 0.387 2.783
H -0.884 -0.795 2.755
H -0.856 0.914 2.300

Force components x, y, z for each atom (eV/Å):
0.90 0.10 -0.55
-0.26 0.61 0.10
-0.13 -1.02 -0.21
-0.05 0.09 0.09
0.04 1.79 -0.72
-0.91 0.04 0.86
1.13 -1.46 -0.42
0.07 -0.06 0.03
-0.44 -0.37 0.05
-0.08 0.36 0.81
0.14 0.00 0.19
-0.32 -0.39 -0.02
0.34 -0.22 -0.70
-0.24 0.52 0.49
-0.23 -0.03 -0.12
1.52 0.99 1.08
-0.19 0.52 0.66
-0.11 -1.70 -0.40
0.05 0.04 -0.08
-0.83 -0.11 -0.34
0.03 -0.29 -0.05
-0.15 0.76 -0.03
-0.09 -0.06 -0.06
-0.19 -0.13 -0.66

---

ORCA calculation (wB97M-V/def2-TZVPD) on a 2-piece molecular cluster, C9H14O overall at a distorted geometry.

Output
**Multiplicity**: 1
**Net charge**: 0
**SMILES**: Cc1ccc(O)cc1.CC
**Gap between HOMO and LUMO**: 9.2 eV

CARTESIAN COORDINATES (ANGSTROEM)
C 1.997 -0.416 1.702
C 1.053 -0.751 0.562
C 1.549 -0.938 -0.725
C 0.702 -1.256 -1.802
C -0.665 -1.366 -1.513
O -1.581 -1.364 -2.525
C -1.150 -1.192 -0.223
C -0.304 -0.954 0.858
H 2.638 -1.285 1.891
H 1.410 -0.199 2.590
H 2.651 0.409 1.431
H 2.607 -1.183 -0.762
H 1.207 -1.496 -2.723
H -1.181 -1.514 -3.375
H -2.210 -1.095 -0.017
H -0.637 -0.890 1.881
C -0.239 3.124 0.851
C -1.156 3.467 2.057
H 0.472 3.931 0.724
H 0.147 2.110 0.914
H -1.033 3.079 0.109
H -2.075 2.862 1.997
H -1.529 4.475 1.934
H -0.837 3.315 3.087

Force components x, y, z for each atom (eV/Å):
-0.07 -0.67 -0.60
-0.19 -0.05 1.12
-0.68 -1.36 0.11
0.68 -0.18 1.95
0.44 1.39 -0.84
-0.92 -0.47 0.40
-0.33 0.17 0.77
1.22 0.31 -1.66
0.00 0.13 0.22
0.24 0.16 0.15
-0.06 0.18 0.17
0.15 0.81 -0.52
-0.52 0.01 -0.49
0.43 -0.07 -0.31
-0.11 -0.48 -0.45
-0.29 0.15 -0.01
-1.79 -0.09 1.32
-0.76 -0.64 0.04
0.31 -0.31 -0.45
0.52 0.20 0.05
0.72 0.28 -0.95
0.25 -0.05 -0.08
0.12 0.41 0.18
0.65 0.18 -0.14

---

ORCA calculation (wB97M-V/def2-TZVPD) on a 2-piece molecular cluster, C9H14O overall at a distorted geometry.

Output
**Multiplicity**: 1
**Net charge**: 0
**SMILES**: Cc1ccc(O)cc1.CC
**Gap between HOMO and LUMO**: 9.1 eV

CARTESIAN COORDINATES (ANGSTROEM)
C -1.752 1.651 1.648
C -0.823 1.541 0.411
C -1.350 0.791 -0.681
C -0.462 0.983 -1.885
C 0.620 1.870 -1.842
O 0.913 2.386 -3.099
C 1.159 2.446 -0.683
C 0.460 2.112 0.437
H -1.502 0.641 2.009
H -2.869 1.970 1.411
H -1.728 2.535 2.326
H -2.198 0.215 -0.847
H -0.753 0.279 -2.734
H 1.899 2.411 -3.348
H 2.233 2.767 -0.718
H 0.920 2.404 1.475
C 1.288 -3.308 0.380
C -0.081 -3.541 1.077
H 1.388 -3.725 -0.583
H 1.784 -2.156 0.452
H 2.108 -3.616 1.148
H -0.521 -2.553 0.860
H -0.021 -3.802 2.207
H -0.711 -4.304 0.581

Force components x, y, z for each atom (eV/Å):
-1.29 0.89 -0.82
-2.77 -0.22 0.27
6.42 3.51 -2.02
-2.26 -1.82 2.14
-1.09 0.25 -1.93
2.71 -0.37 -0.93
1.03 -1.90 -0.95
0.55 1.13 2.92
-1.39 0.57 1.30
1.87 -2.04 -0.38
1.75 -0.91 0.01
-1.54 -0.70 0.55
0.79 1.81 0.63
-2.12 -0.09 0.96
-1.41 0.29 0.25
-1.24 -0.42 -1.99
3.22 2.29 4.32
0.16 0.85 0.18
0.36 -0.39 -0.94
-2.32 -2.51 -0.86
-1.08 -0.75 -1.77
-0.84 -0.56 0.89
-0.04 0.75 -2.03
0.55 0.34 0.22

---

ΔE to the lowest compared entry with this formula, charge and spin? In order: 134.4, 29.1, 79.8, 21.9, 20.7, 90.1 kcal/mol.